No. 1
Here is a 3-piece molecular cluster, C25H45FI2N6O4P2 overall at a distorted geometry from the Open Molecules 2025 dataset. Energies are from wB97M-V/def2-TZVPD.

SMILES string: C[C@H](I)Cc1cccc2c1C(=O)C(F)=C(I)C2=O.CN(C)P(=O)(N(C)C)N(C)C.CN(C)P(=O)(N(C)C)N(C)C
calculated total energy: -2986.3405 a.u.
orbital gap: 5.49 eV

The geometry in ORCA input format:
```
! RIJCOSX wB97M-V def2-TZVPD def2/J DEFGRID3
* xyz 0 1
C 3.5150 1.4993 3.1874
C 2.3190 2.4222 3.8640
I 1.2780 1.3475 5.4877
C 1.3032 3.1010 2.7579
C -0.0948 3.5052 3.5120
C -0.0927 4.8536 4.4768
C -1.4133 5.3897 5.2961
C -2.8196 4.5675 5.1076
C -2.8206 3.2310 4.1548
C -1.4784 2.6405 3.3527
C -1.6218 1.2640 2.4743
O -0.6495 0.6292 1.8153
C -3.1222 0.5369 2.4284
F -3.3143 -0.7562 1.6741
C -4.3267 1.0576 3.1353
I -6.2715 -0.0107 3.0719
C -4.2894 2.4436 4.0110
O -5.3833 2.9793 4.5723
H 3.3127 1.1957 2.0737
H 3.6526 0.5741 3.9141
H 4.5301 2.1199 3.2719
H 2.8802 3.3338 4.3921
H 1.1799 2.4893 1.7682
H 1.8176 4.1306 2.4407
H 0.9287 5.4227 4.5720
H -1.3339 6.3383 5.9837
H -3.8352 4.8917 5.6417
C 4.0132 -2.5512 -2.0119
N 4.2816 -2.3170 -0.5972
C 5.6502 -1.7983 -0.4811
P 3.7788 -3.2823 0.7456
O 3.6521 -2.0466 1.6699
N 2.0489 -3.4507 0.6872
C 1.2384 -3.0095 -0.4404
C 1.3255 -3.0592 1.9115
N 3.9246 -4.7029 -0.3170
C 2.9751 -5.8236 -0.1574
C 5.2555 -5.3125 -0.0897
H 4.5427 -3.4227 -2.4057
H 4.3262 -1.6893 -2.6157
H 2.9583 -2.6570 -2.2405
H 6.3932 -2.5468 -0.7781
H 5.8795 -1.4902 0.5445
H 5.7942 -0.9131 -1.1103
H 1.3421 -1.9433 -0.6379
H 0.1724 -3.2214 -0.2814
H 1.4804 -3.5834 -1.3483
H 1.2016 -1.9719 1.9778
H 1.8508 -3.4068 2.8075
H 0.3297 -3.5188 1.9436
H 2.8956 -6.1399 0.8994
H 3.2901 -6.6926 -0.7486
H 1.9778 -5.5889 -0.5319
H 5.3365 -5.7110 0.9279
H 6.0602 -4.5867 -0.2182
H 5.4499 -6.1199 -0.8027
C -4.5738 -0.1669 -3.9053
N -3.1694 -0.0622 -4.2862
C -2.6958 -1.4099 -4.6251
P -1.9592 0.9530 -3.5844
O -1.2259 1.1244 -4.9374
N -2.5162 2.5994 -3.6462
C -3.8682 2.9736 -4.0401
C -1.6024 3.5610 -4.2909
N -2.8022 0.7560 -2.0291
C -2.8364 1.8868 -1.0788
C -2.1360 -0.3348 -1.2801
H -4.7143 -0.6310 -2.9256
H -5.1292 -0.7776 -4.6291
H -5.0966 0.7833 -3.9143
H -2.6914 -2.0692 -3.7499
H -1.6794 -1.3901 -5.0323
H -3.3278 -1.8721 -5.3914
H -4.1177 2.6405 -5.0467
H -4.0167 4.0612 -3.9978
H -4.6090 2.5865 -3.3235
H -1.6709 3.5135 -5.3841
H -0.5638 3.3752 -3.9970
H -1.8291 4.5883 -3.9791
H -1.8281 2.3123 -0.9190
H -3.2287 1.5694 -0.1045
H -3.5102 2.6841 -1.3950
H -1.1099 -0.0580 -1.0126
H -2.0812 -1.2534 -1.8664
H -2.6855 -0.5828 -0.3665
*
```

No. 2
Here is C40H37AuN4SSb2 as an isolated structure from the Open Molecules 2025 dataset. Energies are from wB97M-V/def2-TZVPD.

calculated total energy: -2779.2780 a.u.
orbital gap: 6.47 eV
relative energy (zero: lowest compared OMol25 entry of this formula, charge and spin): 29.7 kcal per mole

The geometry in ORCA input format:
```
! RIJCOSX wB97M-V def2-TZVPD def2/J DEFGRID3
* xyz 2 1
Au 0.1458 2.1599 0.2328
N 3.2420 -0.0039 2.7569
C 2.1615 0.5812 2.2888
S 2.2883 1.8168 1.1498
N 1.0185 0.1300 3.0008
N -0.0581 0.0907 2.3889
C -1.1634 -0.2797 3.1739
C -1.0271 -0.6021 4.6124
C -0.6815 0.3850 5.5328
C -0.5732 0.0653 6.8758
C -0.7958 -1.2390 7.3008
C -1.1318 -2.2247 6.3847
C -1.2505 -1.9075 5.0395
C -2.3591 -0.3176 2.5322
C -3.6289 -0.4632 3.2103
C -4.8210 -0.5244 2.6061
C -5.0321 -0.6003 1.1216
C -2.7545 -1.2655 0.2153
N -2.3848 -0.0659 1.0868
H 4.1566 0.2238 2.3961
H 3.1604 -0.6558 3.5254
H -0.5104 1.4026 5.2028
H -0.3170 0.8327 7.5935
H -0.7079 -1.4855 8.3503
H -1.3039 -3.2396 6.7167
H -1.5125 -2.6727 4.3177
H -3.5700 -0.4701 4.2900
H -5.7000 -0.5644 3.2387
H -6.0823 -0.8157 0.9319
H -2.6967 -0.8527 -0.7941
C -4.1767 -1.7293 0.5218
C -4.6700 0.7151 0.4089
C -3.2540 1.1504 0.7594
Sb -2.2066 2.3845 -0.7079
C -3.1775 4.2219 -0.4894
C -4.5681 4.3244 -0.4869
C -5.1626 5.5679 -0.3387
C -4.3743 6.7027 -0.1982
C -2.9910 6.6003 -0.2005
C -2.3873 5.3590 -0.3424
C -2.7749 1.5254 -2.5303
C -3.8772 2.0139 -3.2275
C -4.2700 1.3932 -4.4050
C -3.5658 0.2958 -4.8809
C -2.4589 -0.1811 -4.1910
C -2.0544 0.4340 -3.0147
Sb -1.2820 -2.9197 0.3322
C -0.0731 -2.1210 -1.2403
C -0.0015 -2.6625 -2.5216
C 0.8064 -2.0764 -3.4886
C 1.5482 -0.9410 -3.1921
C 1.5068 -0.4077 -1.9117
C 0.7131 -1.0072 -0.9408
C -2.5308 -4.1769 -0.8298
C -2.7381 -5.4827 -0.3945
C -3.5632 -6.3394 -1.1140
C -4.1875 -5.8931 -2.2672
C -3.9862 -4.5904 -2.7101
C -3.1598 -3.7371 -1.9969
H -4.6216 -2.0646 -0.4145
H -4.1838 -2.5916 1.1925
H -5.3511 1.5159 0.6983
H -4.7862 0.5577 -0.6676
H -1.4103 0.1681 0.8501
H -3.2518 1.7607 1.6635
H -5.1957 3.4481 -0.5979
H -6.2410 5.6520 -0.3351
H -4.8421 7.6715 -0.0869
H -2.3800 7.4860 -0.0919
H -1.3058 5.2879 -0.3402
H -4.4176 2.8845 -2.8773
H -5.1198 1.7735 -4.9557
H -3.8720 -0.1799 -5.8031
H -1.8985 -1.0231 -4.5745
H -1.1741 0.0677 -2.4953
H -0.5608 -3.5554 -2.7706
H 0.8657 -2.5161 -4.4762
H 2.1759 -0.4901 -3.9492
H 2.1129 0.4548 -1.6628
H 0.7299 -0.6106 0.0687
H -2.2599 -5.8439 0.5088
H -3.7167 -7.3537 -0.7708
H -4.8295 -6.5600 -2.8269
H -4.4709 -4.2451 -3.6142
H -3.0014 -2.7266 -2.3633
*
```

No. 3
Here is a 4-piece molecular cluster, C3H9N2 overall at a distorted geometry from the Open Molecules 2025 dataset. Energies are from wB97M-V/def2-TZVPD.

calculated total energy: -228.6091 a.u.
orbital gap: 4.14 eV
relative energy (zero: lowest compared OMol25 entry of this formula, charge and spin): 237.0 kcal per mole

The geometry in ORCA input format:
```
! RIJCOSX wB97M-V def2-TZVPD def2/J DEFGRID3
* xyz 1 1
C -0.0869 -2.0558 2.1361
C 0.4559 -1.1526 1.2022
N 0.2065 0.0539 0.8079
C -0.5084 1.8802 -1.1874
N -1.3100 2.3991 -1.8826
H 1.4229 -1.3777 2.7428
H 0.2110 -3.0795 1.9114
H -0.9625 -1.9351 2.7589
H 0.2467 1.5128 -4.1101
H 1.3346 -1.5694 0.7023
H -0.5668 0.5433 1.2604
H 0.0807 1.0807 -1.7001
H -0.4293 1.3906 -4.3883
H -0.0945 2.3095 -0.2535
*
```

No. 4
Here is one molecule with the formula C13H11P at a distorted geometry from the Open Molecules 2025 dataset. Energies are from wB97M-V/def2-TZVPD.

calculated total energy: -843.0464 a.u.
orbital gap (spin up / spin down): 7.01 / 7.55 eV
relative energy (zero: lowest compared OMol25 entry of this formula, charge and spin): 73.8 kcal per mole

The geometry in ORCA input format:
```
! RIJCOSX wB97M-V def2-TZVPD def2/J DEFGRID3
* xyz 0 1
C 0.2767 0.6024 0.8266
C 1.1571 -0.0455 0.2854
C -1.8951 3.5876 2.8692
C -2.3729 2.2755 2.8416
C -0.7110 3.8651 2.2454
C -1.6729 1.2917 2.1731
C -0.0073 2.9119 1.4712
C -0.5197 1.5920 1.4869
C 1.4546 -3.4225 -2.8571
C 0.9493 -2.2520 -3.5354
C 1.5524 -3.5765 -1.5333
C 0.6834 -1.0346 -3.2913
C 0.9563 -2.6811 -0.6106
P 2.2346 -1.1597 -0.4751
H -2.6479 4.1539 3.3970
H -3.2354 2.0526 3.4377
H -0.5743 4.8249 2.0438
H -2.0207 0.2275 2.2317
H 0.8753 3.0956 0.8948
H 1.7753 -4.1994 -3.4733
H 0.6863 -2.4190 -4.7659
H 1.8844 -4.5816 -1.3457
H 0.2578 -0.1213 -3.6446
H 0.1376 -2.1541 -1.1281
H 0.7762 -2.8333 0.4560
*
```

No. 5
Here is C19H35AsF6HgO17S4 as an isolated structure at a distorted geometry from the Open Molecules 2025 dataset. Energies are from wB97M-V/def2-TZVPD.

calculated total energy: -6605.0143 a.u.
orbital gap: 2.78 eV
relative energy (zero: lowest compared OMol25 entry of this formula, charge and spin): 0.0 kcal per mole

The geometry in ORCA input format:
```
! RIJCOSX wB97M-V def2-TZVPD def2/J DEFGRID3
* xyz -2 1
Hg 28.3244 -15.4228 4.5311
O 26.7421 -16.9568 2.1065
C 25.7316 -17.7336 1.8265
O 24.8421 -18.0552 2.5996
O 25.7840 -18.1131 0.6779
H 26.8989 -17.1628 1.1820
O 23.4873 -12.1564 4.7999
C 23.9222 -13.3219 4.3561
O 23.0948 -13.9439 3.6592
O 25.0310 -13.7351 4.6510
H 24.3290 -11.7354 4.9895
O 26.5724 -18.0065 8.6285
C 26.2651 -18.3177 7.4259
O 25.1227 -18.8015 7.2742
O 26.9471 -18.0086 6.4907
H 25.8321 -18.5006 8.9883
As 30.6497 -14.2422 -0.2710
F 30.0635 -14.3951 1.3410
F 31.9094 -13.0685 0.1645
F 31.2099 -14.2260 -1.9840
F 29.3433 -15.3701 -0.7095
F 29.5321 -12.8499 -0.5832
F 31.8667 -15.5634 0.0978
C 35.5699 -14.0120 5.9300
C 34.6926 -12.7552 5.6886
C 33.7082 -12.8562 6.8694
S 33.1560 -14.5980 6.7885
O 31.9843 -14.8067 5.8647
O 33.1789 -15.0477 8.2049
C 34.5866 -15.2183 5.8781
H 36.0009 -13.8856 6.9232
H 36.2780 -14.1643 5.1154
H 34.1614 -12.8497 4.7415
H 35.1713 -11.7765 5.7229
H 32.8319 -12.2223 7.0052
H 34.2743 -12.8591 7.8009
H 34.2306 -15.4775 4.8810
H 34.9780 -16.1154 6.3578
C 27.2542 -14.1207 12.4889
C 26.0020 -14.6545 11.8738
C 25.7589 -14.0261 10.4691
S 27.4571 -13.5298 9.7993
O 27.3470 -12.0633 9.7177
O 27.8304 -14.2333 8.5600
C 28.3976 -14.0634 11.4001
H 27.4977 -14.6939 13.3835
H 27.0289 -13.1403 12.9085
H 25.2173 -14.3789 12.5784
H 26.1105 -15.7271 11.7130
H 25.2880 -13.0433 10.4922
H 25.4208 -14.7529 9.7305
H 29.2922 -13.4416 11.4350
H 28.6041 -15.1253 11.2662
C 33.7513 -20.8063 2.3252
C 33.1112 -21.8044 3.1573
C 32.2453 -20.9764 4.1356
S 31.2185 -19.9264 3.0124
O 31.0021 -18.5657 3.4798
O 30.0927 -20.6533 2.4903
C 32.6492 -19.8802 1.8964
H 34.4373 -21.3062 1.6415
H 34.3515 -20.2070 3.0099
H 33.7262 -22.3767 3.8518
H 32.3828 -22.4543 2.6723
H 32.8048 -20.1973 4.6534
H 31.6988 -21.4833 4.9309
H 33.0892 -18.8837 1.8563
H 32.2981 -20.2288 0.9252
C 30.5917 -8.1681 4.8563
C 30.9419 -8.8939 3.5180
C 29.6374 -9.3562 2.8414
S 28.9208 -10.1874 4.3263
O 29.5782 -11.4969 4.6368
O 27.4407 -10.1033 4.3542
C 29.5180 -8.9932 5.4824
H 30.3511 -7.1355 4.6035
H 31.4467 -7.9918 5.5089
H 31.3983 -9.8747 3.6510
H 31.5271 -8.3346 2.7881
H 29.8664 -10.1360 2.1150
H 28.9031 -8.6439 2.4652
H 29.6730 -9.2281 6.5354
H 28.5980 -8.4236 5.6137
*
```

No. 6
Here is C14H39B2CuNO12V2 as an isolated structure at a distorted geometry from the Open Molecules 2025 dataset. Energies are from wB97M-V/def2-TZVPD.

calculated total energy: -5092.6495 a.u.
orbital gap (spin up / spin down): 8.10 / 8.18 eV
relative energy (zero: lowest compared OMol25 entry of this formula, charge and spin): 22.5 kcal per mole

The geometry in ORCA input format:
```
! RIJCOSX wB97M-V def2-TZVPD def2/J DEFGRID3
* xyz -1 3
O -3.2599 10.2814 14.0110
V -3.1464 11.2612 15.2001
O -5.6274 10.2709 19.1501
V -4.8411 11.4298 18.4459
Cu -5.4090 14.2907 14.1418
C -2.3384 10.3883 17.6753
O -2.0621 9.8653 16.5251
O -3.0958 9.8821 18.5760
O -2.8562 11.5619 17.4424
C -5.7445 11.6486 15.8329
O -6.0026 12.3069 16.9059
O -5.1373 12.2408 14.8464
O -5.2201 10.5052 16.0270
B -5.1519 13.1729 20.0327
H -4.9519 12.1541 20.5172
H -6.0937 13.1209 19.3795
H -5.4137 13.9012 20.9177
H -4.1938 13.4668 19.4047
B -1.7552 12.7902 14.4056
H -1.1475 11.8427 14.6304
H -1.0328 13.6829 14.1641
H -2.4931 12.5137 13.5829
H -2.3325 13.1216 15.3419
C -6.1030 13.9042 10.8397
O -6.3983 14.7008 11.9940
C -7.7857 14.6744 12.2479
C -8.1199 15.6216 13.3877
N -7.4394 15.2094 14.6053
C -7.2908 16.2774 15.5978
C -6.1870 15.9742 16.6078
O -4.9773 15.5997 15.9685
C -4.0205 15.1828 16.9257
H -6.7541 14.1821 10.0072
H -6.1417 12.8613 11.1549
H -5.1068 14.1711 10.4869
H -8.2064 13.6785 12.4205
H -8.3567 15.0874 11.4028
H -9.2127 15.6358 13.5134
H -7.8520 16.6477 13.1285
H -8.0236 14.5182 15.0836
H -8.2376 16.4776 16.1085
H -6.9589 17.2064 15.1210
H -6.5020 15.1435 17.2496
H -6.0280 16.9003 17.1678
H -4.0268 15.7795 17.8421
H -3.0111 15.2526 16.5212
H -4.1762 14.1432 17.2162
C -9.2242 11.3626 17.6887
C -9.5851 12.7902 17.2547
C -9.7655 13.7760 18.4334
O -8.5814 13.2925 16.3929
H -10.0653 10.8931 18.1914
H -8.3550 11.5099 18.3337
H -8.9168 10.8184 16.7981
H -10.5597 12.7837 16.7560
H -9.4757 13.2194 19.3482
H -10.7977 13.9743 18.7316
H -9.0851 14.6166 18.5468
H -7.6856 13.0485 16.6872
C -6.5266 7.6595 12.1292
C -6.5991 8.6663 13.2523
C -7.9688 8.6836 13.9646
O -5.5921 8.3715 14.2057
H -7.4490 7.7054 11.5489
H -6.4637 6.6464 12.5306
H -5.6208 7.8712 11.5630
H -6.3717 9.6893 12.9224
H -7.9397 7.8448 14.6725
H -8.8605 8.5042 13.3620
H -8.0674 9.5425 14.6313
H -5.4487 9.1753 14.7395
*
```